1.
Here is an isolated molecule of C19H22N2O7S2 from OMol25. Energies are from ωB97M-V/def2-TZVPD.

```
! wB97M-V def2-TZVPD RIJCOSX def2/J DEFGRID3
* xyz 0 1
O -1.7119 1.2404 1.8053
C -0.7606 0.6727 1.3343
C 0.4655 1.2780 0.7390
C 0.8151 2.6070 0.6155
C 2.0310 2.8953 0.0126
S 2.5115 4.6027 -0.2145
O 1.8919 5.3877 0.8219
O 3.9324 4.6690 -0.3748
N 1.7787 4.9159 -1.6787
C 2.5633 5.5566 -2.7172
C 2.4041 7.0770 -2.7570
C 2.6475 7.7520 -1.3956
O 1.4894 7.7536 -0.5918
C 2.8727 1.9040 -0.4524
C 2.5225 0.5628 -0.3262
C 1.3145 0.2558 0.2708
C 0.6830 -1.0349 0.5520
C 1.1069 -2.3256 0.3009
C 0.2846 -3.3776 0.6957
C -0.9181 -3.1293 1.3263
S -1.9612 -4.5091 1.7826
O -1.1767 -5.7110 1.6915
O -2.6322 -4.1966 3.0079
N -3.0649 -4.4678 0.5337
C -3.1968 -5.6143 -0.3425
C -4.2446 -6.6272 0.1228
C -3.9300 -7.2266 1.5030
O -2.7657 -8.0070 1.5052
C -1.3595 -1.8403 1.5891
C -0.5490 -0.7968 1.1933
H 0.1873 3.4016 0.9860
H 0.8747 5.3468 -1.5495
H 2.2734 5.1236 -3.6808
H 3.6013 5.2912 -2.5091
H 1.3919 7.3336 -3.0778
H 3.1072 7.4755 -3.4891
H 2.9041 8.8032 -1.5680
H 3.4875 7.2678 -0.8861
H 1.5429 7.0415 0.0646
H 3.8091 2.1991 -0.8988
H 3.1831 -0.2114 -0.6838
H 2.0499 -2.5212 -0.1851
H 0.5730 -4.4041 0.5325
H -3.9472 -4.0915 0.8445
H -3.4497 -5.2489 -1.3435
H -2.2126 -6.0831 -0.3803
H -5.2247 -6.1464 0.1639
H -4.2858 -7.4370 -0.6069
H -3.8642 -6.4226 2.2496
H -4.7475 -7.8956 1.7889
H -2.0028 -7.4117 1.5756
H -2.2944 -1.6769 2.1005
*
```

Properties
* orbital gap: 8.06 eV
* HOMO: -9.41 eV
* energy relative to the best compared isomer or geometry (same formula, charge and spin): 1.786 eV
* SMILES: O=C1c2cc(S(=O)(=O)NCCCO)ccc2-c2ccc(S(=O)(=O)NCCCO)cc21



2.
Here is a structure of composition C19H22N2PbSe in a non-equilibrium geometry from OMol25. Energies are from ωB97M-V/def2-TZVPD.

```
! wB97M-V def2-TZVPD RIJCOSX def2/J DEFGRID3
* xyz 0 1
C 1.8527 -2.0695 -1.9426
C 2.8274 -0.9893 -1.5668
H 1.4740 -2.7215 -1.1492
H 2.2109 -2.7400 -2.7216
H 0.9624 -1.5225 -2.3511
H 2.2822 -0.3146 -0.8601
H 3.7059 -1.3260 -0.9979
H 3.1672 -0.3135 -2.3635
C -3.1707 -0.8235 -0.6856
C -4.5276 -0.8475 -0.4050
C -5.0931 0.2662 0.2343
C -4.2891 1.3521 0.5807
H -2.6545 -1.6849 -1.1608
H -5.1238 -1.7197 -0.6887
H -6.1621 0.2814 0.4621
H -4.6994 2.2138 1.1023
N -2.4301 0.2594 -0.3892
C -2.9341 1.3600 0.2549
C -2.0304 2.4752 0.5753
N -0.6990 2.3440 0.2991
C 0.2175 3.3032 0.5565
C -1.5454 4.7104 1.4042
C -0.1769 4.5121 1.1077
H 1.2733 3.0961 0.3129
H 0.5617 5.2841 1.2979
C -2.4514 3.6697 1.1345
H -3.5031 3.8030 1.3445
H -1.8800 5.6401 1.8253
Pb -0.2672 0.5693 -1.0846
C -0.4051 1.5587 -3.1370
H 0.1756 2.4892 -3.0922
H -1.4590 1.7512 -3.3719
H 0.0498 0.8481 -3.8442
Se 0.3409 -1.0167 1.9256
C 1.7975 -2.1232 1.8384
C 1.6757 -3.4735 1.3985
C 2.7983 -4.2315 1.1045
C 4.0766 -3.6920 1.3069
C 4.2205 -2.4262 1.8884
C 3.1006 -1.6678 2.1825
H 0.6745 -3.8680 1.2263
H 2.6773 -5.2564 0.7143
H 4.9617 -4.2638 1.0085
H 5.2250 -2.0295 2.1222
H 3.1930 -0.6661 2.6040
*
```

Properties
* orbital gap: 3.57 eV
* HOMO: -5.16 eV



3.
Here is an isolated molecule of C19H22N4O6 in a non-equilibrium geometry from OMol25. Energies are from ωB97M-V/def2-TZVPD.

```
! wB97M-V def2-TZVPD RIJCOSX def2/J DEFGRID3
* xyz 0 1
C 0.3259 3.2346 5.0628
C 0.5454 1.9400 4.9431
C -0.4921 0.9609 4.4824
N -0.0899 0.3384 3.2196
C -0.5399 0.9352 2.0381
O -1.2701 1.9027 2.0726
C -0.0605 0.3013 0.8267
C -0.4720 0.8464 -0.4255
N -0.0507 0.3625 -1.5352
C -0.2901 0.8368 -2.7867
C -0.1059 2.2112 -3.1054
O 0.2124 3.0065 -2.0527
C 0.5048 4.3630 -2.2888
C -0.2379 2.6391 -4.4131
C -0.5508 1.7413 -5.4316
C -0.7202 0.4084 -5.1527
C -0.5848 -0.0461 -3.8387
N -0.7614 -1.4382 -3.5869
O -0.6893 -1.8405 -2.4373
O -0.9645 -2.1658 -4.5391
C 0.7391 -0.8328 0.8946
O 1.1722 -1.4631 -0.1693
N 1.1003 -1.3436 2.0939
C 1.8797 -2.5726 2.1776
C 1.0188 -3.7911 2.5147
C -0.0629 -4.1072 1.4749
C -1.3899 -3.4033 1.7417
C 0.7208 -0.7612 3.3049
O 1.0945 -1.2232 4.3570
H 1.0922 3.9137 5.3957
H -0.6341 3.6660 4.8333
H 1.5121 1.5077 5.1639
H -0.6079 0.1612 5.2184
H -1.4436 1.4633 4.3028
H -1.1984 1.6557 -0.3653
H -0.3643 4.8966 -2.6855
H 0.7661 4.7756 -1.3160
H 1.3506 4.4777 -2.9737
H -0.1128 3.6816 -4.6583
H -0.6584 2.1040 -6.4411
H -0.9601 -0.3079 -5.9220
H 0.7284 -1.0646 -0.9779
H 2.3783 -2.7109 1.2189
H 2.6221 -2.4296 2.9664
H 0.5605 -3.6410 3.4935
H 1.7026 -4.6377 2.5960
H -0.2467 -5.1834 1.4842
H 0.2949 -3.8450 0.4782
H -1.7650 -3.6609 2.7305
H -1.2981 -2.3217 1.6829
H -2.1266 -3.7127 1.0043
*
```

Properties
* orbital gap: 7.76 eV
* HOMO: -8.38 eV
* energy relative to the best compared isomer or geometry (same formula, charge and spin): 2.611 eV
* SMILES: C=CCn1c(=O)c(/C=N/c2c(OC)cccc2[N+](=O)[O-])c(O)n(CCCC)c1=O



4.
Here is an isolated molecule of C19H22N6O2 in a non-equilibrium geometry from OMol25. Energies are from ωB97M-V/def2-TZVPD.

```
! wB97M-V def2-TZVPD RIJCOSX def2/J DEFGRID3
* xyz 0 1
C 1.4665 5.0312 -2.4504
C 0.6317 4.2843 -3.4480
N 0.4428 2.7919 -3.1589
C 0.6446 1.7276 -4.1354
C 2.0781 1.7014 -4.5404
C -0.4130 2.3823 -2.1468
C -1.6508 1.9373 -2.4450
C -2.3846 1.3238 -1.4299
C -1.8591 1.2226 -0.1124
C -2.6450 0.5150 0.8868
C -2.1007 -0.5689 1.6441
C -0.8216 -1.3261 1.4506
O 0.1374 -0.9446 0.7937
N -1.0635 -2.4445 2.1921
C 0.0031 -3.3221 2.6517
N 0.0527 -3.4794 3.9783
N 1.0925 -4.0219 4.5060
C 2.0119 -4.6052 3.7769
C 3.1431 -5.3653 4.3705
C 1.9477 -4.4850 2.3740
O 2.7947 -4.9748 1.4243
N 0.9586 -3.8111 1.8247
N -2.3295 -2.4254 2.7535
C -2.9356 -1.2985 2.4668
C -4.0767 -0.9132 3.4354
C -0.5185 1.6607 0.1565
C 0.1612 2.2966 -0.8528
H 2.4891 4.5417 -2.3402
H 1.6966 6.0928 -2.9510
H 0.8114 5.0082 -1.5890
H -0.3748 4.7811 -3.4844
H 1.1009 4.4280 -4.5277
H 0.3516 0.7764 -3.7552
H 0.1225 1.9243 -5.0949
H 2.3814 0.6962 -4.9391
H 2.3735 2.5170 -5.2436
H 2.7194 1.9499 -3.7374
H -1.9512 1.9723 -3.4898
H -3.4063 1.1308 -1.7344
H -3.6972 0.6925 0.9894
H 3.4425 -4.8248 5.2574
H 2.7008 -6.3251 4.7396
H 3.9535 -5.4916 3.6718
H 2.5959 -4.4804 0.6539
H -4.7081 -0.0927 3.1915
H -4.7336 -1.7627 3.6146
H -3.5948 -0.6627 4.3977
H -0.1983 1.4589 1.1386
H 1.1573 2.7811 -0.7340
*
```

Properties
* orbital gap: 7.22 eV
* HOMO: -7.89 eV
* energy relative to the best compared isomer or geometry (same formula, charge and spin): 5.156 eV
* SMILES: CCN(CC)c1ccc(/C=C2\C(=O)N(c3nnc(C)c(O)n3)N=C2C)cc1



5.
Here is a structure of composition C19H22N6RhS2 from OMol25. Energies are from ωB97M-V/def2-TZVPD.

```
! wB97M-V def2-TZVPD RIJCOSX def2/J DEFGRID3
* xyz 3 5
Rh -1.1671 -0.4375 1.0696
N -2.6712 -0.5353 2.7904
C -3.1341 -1.9261 3.0545
C -2.0320 -2.8989 2.7020
N -1.6774 -2.6910 1.2748
H -2.2310 -0.1520 3.6220
H -3.4647 0.0693 2.5992
H -4.0055 -2.1184 2.4272
H -3.4436 -2.0520 4.0906
H -2.3486 -3.9232 2.8963
H -1.1447 -2.7036 3.3073
H -2.4941 -2.8971 0.7037
H -0.9525 -3.3386 0.9832
N 2.2928 -1.2373 -1.6208
C 1.9974 -1.4248 -2.9660
C 3.0214 -1.6364 -3.8824
C 2.7053 -1.8219 -5.2101
C 1.3677 -1.7921 -5.6522
C 0.3459 -1.5848 -4.7606
C 0.6554 -1.4009 -3.4038
S -0.6045 -1.1471 -2.2885
N 0.1123 -1.0625 -0.8164
C 1.4040 -1.1036 -0.6223
C 1.9052 -0.9995 0.7822
C 3.2405 -1.1331 1.1071
C 3.6303 -0.9989 2.4351
C 2.6674 -0.7454 3.3881
C 1.3414 -0.6483 2.9831
N 0.9608 -0.7749 1.7131
H 3.2752 -1.2316 -1.3844
H 4.0542 -1.6605 -3.5544
H 3.4997 -1.9982 -5.9238
H 1.1448 -1.9341 -6.7011
H -0.6843 -1.5649 -5.0945
H 4.0006 -1.3530 0.3697
H 4.6723 -1.0968 2.7095
H 2.9258 -0.6293 4.4316
H 0.5567 -0.4687 3.7061
S -0.9660 1.9135 0.8308
C -1.3686 3.4956 0.2440
N -1.3874 4.5091 1.1360
C -1.6553 5.7963 0.8127
C -1.9273 6.1283 -0.4820
C -1.9338 5.1086 -1.4367
C -1.6611 3.8025 -1.0798
H -1.1913 4.2871 2.1044
H -1.6470 6.5074 1.6262
H -2.1362 7.1547 -0.7440
H -2.1666 5.3427 -2.4677
H -1.6814 3.0070 -1.8090
*
```

Properties
* orbital gap (alpha / beta): 7.11 / 5.24 eV
* HOMO (alpha / beta): -16.44 / -16.42 eV
* energy relative to the best compared isomer or geometry (same formula, charge and spin): 0.310 eV
* ⟨S²⟩: 6.025



6.
Here is a structure of composition C19H23AlBrN3O3S in a non-equilibrium geometry from OMol25. Energies are from ωB97M-V/def2-TZVPD.

```
! wB97M-V def2-TZVPD RIJCOSX def2/J DEFGRID3
* xyz 2 1
Al 10.0634 15.8886 7.0972
C 9.7695 21.3260 5.9749
C 9.8426 20.1530 6.9157
C 9.8390 20.2661 8.3356
C 9.8863 19.1259 9.1540
C 9.9592 17.8892 8.5568
Br 9.7941 15.9176 9.5068
N 9.9737 17.7724 7.2265
C 9.8528 18.8691 6.4187
H 9.5992 22.2531 6.5312
H 8.9535 21.2073 5.2670
H 10.6835 21.4303 5.4179
H 9.7745 21.2598 8.7871
H 9.8277 19.2031 10.2157
H 9.7992 18.6477 5.3478
C 15.2462 14.6034 8.3575
C 14.5872 13.3400 8.9570
C 13.0804 13.2763 8.6372
N 12.8057 12.8958 7.2683
C 12.2427 13.6671 6.3128
S 12.0693 15.3990 6.4784
N 11.9153 13.1001 5.1230
C 12.0970 11.7595 4.6570
O 12.5388 11.5931 3.5099
C 11.6131 10.6376 5.4720
C 10.5997 10.7714 6.4202
C 10.2645 9.6799 7.2031
C 10.8973 8.4434 7.0011
C 11.8670 8.2967 6.0189
C 12.2464 9.4036 5.2729
H 16.2508 14.7181 8.7971
H 14.6890 15.5037 8.5607
H 15.3774 14.5428 7.2779
H 14.6463 13.3351 10.0567
H 15.0710 12.4025 8.6623
H 12.5320 14.1967 8.8509
H 12.5888 12.5343 9.3173
H 12.9292 11.9127 7.0343
H 11.7143 13.7668 4.3873
H 10.0658 11.7186 6.4604
H 9.4769 9.7254 7.9457
H 10.6424 7.6090 7.6405
H 12.3280 7.3330 5.8214
H 13.0241 9.3273 4.5163
C 5.8528 14.1377 5.7465
O 7.2790 13.8053 5.5473
C 8.4112 14.3669 5.9008
O 8.3960 15.4897 6.6116
H 5.3189 13.1987 5.6026
H 5.5508 14.8277 4.9661
H 5.7050 14.5163 6.7508
*
```

Properties
* orbital gap: 5.98 eV
* HOMO: -14.10 eV
* energy relative to the best compared isomer or geometry (same formula, charge and spin): 1.832 eV